No. 1
Here is C41H42Cl5N4O5PSSc as an isolated structure in a non-equilibrium geometry from the OMol25 dataset. Energies are from wB97M-V/def2-TZVPD.

Cartesian coordinates (Å):
Sc1 -6.7518 -13.6276 16.2241
Cl1 -5.3681 -12.1539 13.4666
C1 -4.2616 -11.9754 14.7302
C2 -4.5928 -12.7325 15.8759
C3 -3.5718 -12.8456 16.7846
Cl2 -3.8322 -13.7845 18.2423
C4 -2.3169 -12.3671 16.5461
Cl3 -1.0393 -12.7441 17.6364
C5 -2.0191 -11.6496 15.4327
Cl4 -0.3830 -11.1135 15.1819
C6 -3.0414 -11.3568 14.5320
Cl5 -2.8995 -10.1823 13.2763
N1 -7.3611 -14.5312 20.4477
C7 -7.2087 -13.4205 21.2615
C8 -6.7620 -13.4846 22.5837
C9 -6.7614 -12.3582 23.3880
C10 -7.2102 -11.1247 22.8930
C11 -7.5947 -11.0618 21.5754
C12 -7.5424 -12.1988 20.7358
S1 -8.1187 -12.1355 19.0774
N2 -7.3005 -13.4802 18.3101
C13 -7.0547 -14.5647 19.0506
C14 -6.6230 -15.6869 18.4821
C15 -6.2340 -16.9629 19.1091
C16 -5.7672 -17.9893 18.4257
C17 -5.6573 -17.8703 17.0027
C18 -5.9514 -16.6243 16.4362
N3 -6.3152 -15.4990 17.0835
H1 -7.4150 -15.4513 20.8255
H2 -6.2324 -14.3778 22.9435
H3 -6.3111 -12.2871 24.4123
H4 -7.1319 -10.2789 23.5458
H5 -7.9184 -10.1464 21.1261
H6 -6.1732 -17.0424 20.1567
H7 -5.5042 -19.0375 18.8688
H8 -5.3237 -18.7092 16.5072
H9 -5.8405 -16.5480 15.3953
C19 -9.4530 -8.8065 16.6622
O1 -8.8813 -10.1371 16.7089
P1 -7.3998 -10.5922 16.2436
O2 -7.2603 -9.8918 14.8144
C20 -8.1299 -10.3993 13.7737
O3 -6.2199 -9.6850 16.9546
C21 -5.5098 -10.2475 18.0807
H10 -9.0633 -8.2284 15.7877
H11 -9.2063 -8.2888 17.5694
H12 -10.5346 -8.8811 16.6054
H13 -7.6496 -10.1648 12.7834
H14 -9.1005 -9.9312 13.8542
H15 -8.3428 -11.4237 13.8649
H16 -5.9943 -11.0639 18.5408
H17 -5.4588 -9.5199 18.9294
H18 -4.5021 -10.5652 17.7807
C22 -10.6435 -13.2672 17.0007
C23 -10.3834 -13.4955 15.5325
C24 -10.7737 -12.2623 14.7727
C25 -11.2965 -14.6963 15.1422
C26 -8.9611 -14.0133 15.3820
H19 -11.7054 -13.5489 17.2183
H20 -10.4320 -12.2485 17.3206
H21 -10.0854 -13.9594 17.6104
H22 -11.8360 -12.0939 14.7527
H23 -10.4739 -12.3689 13.7646
H24 -10.2463 -11.4556 15.3100
H25 -12.3895 -14.4747 15.3119
H26 -10.9513 -15.5022 15.7864
H27 -11.1592 -14.9050 14.0803
H28 -8.9579 -15.0272 15.8024
C27 -13.5297 -12.3512 9.0619
C28 -12.0845 -12.6292 9.1153
C29 -11.3565 -12.3704 7.9880
C30 -9.9891 -12.6420 7.9303
C31 -9.3601 -13.0863 9.0626
C32 -10.1156 -13.4891 10.1706
N4 -9.3714 -14.0506 11.2565
C33 -8.5508 -15.1407 11.1747
C34 -8.3880 -15.8558 9.9390
C35 -7.3043 -16.6491 9.6887
C36 -6.3255 -16.8333 10.6595
C37 -6.5240 -16.2534 11.9022
C38 -7.6221 -15.4599 12.1743
C39 -7.7032 -14.8148 13.5948
O4 -8.8122 -14.2246 13.8939
O5 -6.7328 -14.8436 14.3413
C40 -11.4666 -13.2858 10.1923
C41 -12.2549 -13.8702 11.2750
H29 -13.8578 -11.6486 8.2987
H30 -13.8845 -11.9270 10.0043
H31 -14.0508 -13.3016 8.8719
H32 -11.8585 -12.0416 7.1059
H33 -9.3524 -12.3687 7.0347
H34 -8.2877 -13.0912 9.1585
H35 -9.4585 -13.6590 12.1562
H36 -9.0306 -15.7456 9.1089
H37 -7.1978 -17.1751 8.7766
H38 -5.5200 -17.4904 10.3856
H39 -5.9020 -16.3423 12.7124
H40 -12.4962 -13.2205 12.1248
H41 -11.6923 -14.7143 11.6756
H42 -13.1552 -14.3783 10.8840

Computed properties:
- Net charge: -1
- Electronic energy: -162835.6975 eV
- 2S+1: 1
- HOMO-LUMO gap: 4.46 eV
- Lowest unoccupied orbital energy: 2.1 eV
- Energy relative to the best compared isomer or geometry (same formula, charge and spin): 85.1 kcal/mol

Atomic partial charges in e from the Löwdin method, atoms 1 to 2: 0.856, 0.788

No. 2
Here is C41H42ClN4O4PtS3Si as an isolated structure from the OMol25 dataset. Energies are from wB97M-V/def2-TZVPD.

Cartesian coordinates (Å):
Pt1 -0.0108 -2.0154 0.0975
C1 -4.0225 -0.9135 -4.1373
C2 -2.9214 -1.1796 -4.9434
C3 -1.6848 -1.4238 -4.3659
C4 -1.5131 -1.4166 -2.9713
C5 -2.6326 -1.1516 -2.1851
C6 -3.8762 -0.9016 -2.7590
Si1 0.1969 -1.8874 -2.3528
C7 1.4170 -0.6744 -3.0620
C8 1.1280 0.6894 -3.2011
C9 1.9960 1.5417 -3.8678
C10 3.1748 1.0412 -4.4075
C11 3.4861 -0.3060 -4.2686
C12 2.6187 -1.1546 -3.5932
H1 -4.9881 -0.7122 -4.5844
H2 -3.0282 -1.1975 -6.0208
H3 -0.8320 -1.6248 -5.0093
H4 -2.5536 -1.1306 -1.1032
H5 -4.7313 -0.6984 -2.1249
H6 0.5140 -3.1517 -3.0561
H7 0.1908 1.0847 -2.8169
H8 1.7501 2.5908 -3.9802
H9 3.8497 1.6997 -4.9399
H10 4.3993 -0.6975 -4.6982
H11 2.8725 -2.2047 -3.4897
O1 0.3406 -4.0244 0.3711
C13 -0.8580 -4.7251 0.0705
C14 -1.0562 -5.9152 0.9898
C15 -1.7608 -7.0498 0.7493
C16 -1.6949 -7.9714 1.8366
C17 -0.9336 -7.5102 2.8611
S1 -0.2840 -5.9672 2.5214
C18 -1.9676 -3.7095 0.3008
C19 -1.9190 -2.7870 1.3469
C20 -3.1174 -2.0144 1.4515
C21 -4.0338 -2.3772 0.5226
S2 -3.4732 -3.6397 -0.4900
C22 -0.6639 -5.1587 -1.3666
C23 -1.3948 -4.9405 -2.4995
C24 -0.8092 -5.5449 -3.6449
C25 0.3617 -6.1777 -3.3572
S3 0.7606 -6.0648 -1.7089
H12 -2.3078 -7.2261 -0.1688
H13 -2.1885 -8.9327 1.8458
H14 -0.7050 -8.0007 3.7949
H15 -1.1570 -2.8071 2.1162
H16 -3.2932 -1.2627 2.2085
H17 -5.0319 -1.9887 0.3835
H18 -2.3112 -4.3712 -2.5501
H19 -1.2459 -5.5070 -4.6333
H20 1.0170 -6.6969 -4.0399
O2 1.8039 0.1378 3.0473
N1 1.3860 -0.9461 3.2521
O3 1.1188 -1.8828 2.5503
C26 3.1209 5.8388 0.8555
C27 1.7968 5.4370 0.1954
C28 1.9273 5.6434 -1.3225
C29 0.7021 6.3882 0.6993
C30 1.4883 3.9364 0.5106
O4 2.3600 3.0786 -0.2517
C31 1.6585 3.5117 1.9762
C32 0.6779 4.0280 3.0435
C33 0.6008 3.0453 4.1915
C34 1.7131 2.7918 4.9894
C35 1.6717 1.8437 6.0017
C36 0.4999 1.1396 6.2220
Cl1 0.4395 -0.0595 7.4819
C37 -0.6253 1.3837 5.4571
C38 -0.5669 2.3365 4.4451
C39 0.1033 3.5659 -0.0213
N2 -0.3000 2.2096 0.3675
C40 0.2741 1.0530 0.0704
N3 -0.4366 0.0693 0.6155
C41 -1.4630 0.7106 1.2412
N4 -1.4147 2.0095 1.1159
H21 3.4040 6.8365 0.5177
H22 3.9453 5.1688 0.5919
H23 3.0411 5.8734 1.9436
H24 2.2980 6.6513 -1.5184
H25 0.9627 5.5518 -1.8291
H26 2.6172 4.9322 -1.7749
H27 1.0332 7.4166 0.5417
H28 0.4953 6.2739 1.7627
H29 -0.2339 6.2716 0.1495
H30 3.2701 3.2246 0.0303
H31 2.6790 3.7527 2.2807
H32 1.6061 2.4227 1.9730
H33 -0.3236 4.1546 2.6272
H34 1.0032 5.0011 3.4160
H35 2.6344 3.3403 4.8202
H36 2.5403 1.6490 6.6170
H37 -1.5391 0.8385 5.6571
H38 -1.4471 2.5294 3.8417
H39 0.1255 3.6171 -1.1079
H40 -0.6738 4.2220 0.3526
H41 1.1889 0.9625 -0.4926
H42 -2.2352 0.2047 1.7960

Computed properties:
- Net charge: +1
- Electronic energy: -113489.2993 eV
- 2S+1: 5
- <S²>: 6.02
- HOMO-LUMO gap (alpha / beta): 6.97 / 5.44 eV
- Lowest unoccupied orbital energy (alpha / beta): -2.5 / -5.6 eV

Atomic partial charges in e from the Löwdin method, atoms 1 to 2: 1.045, -0.075

No. 3
Here is C41H42N12O2STi as an isolated structure in a non-equilibrium geometry from the OMol25 dataset. Energies are from wB97M-V/def2-TZVPD.

Cartesian coordinates (Å):
Ti1 8.9939 9.8248 14.4004
N1 11.2929 10.8693 17.7913
C1 12.5645 10.3125 17.8378
C2 13.3389 10.3953 18.9818
C3 14.5741 9.7729 19.0860
C4 15.0366 9.0104 18.0205
C5 14.2899 8.9323 16.7985
C6 13.0403 9.5871 16.7379
S1 12.1930 9.4595 15.2489
N2 10.6398 10.0267 15.6888
C7 10.3851 10.7900 16.7618
C8 9.1070 11.3760 16.8859
C9 8.8321 12.3926 17.8094
C10 7.5135 12.7762 17.9704
C11 6.5226 12.0938 17.2562
C12 6.8819 11.1439 16.3433
N3 8.1641 10.8038 16.1120
H1 10.9000 11.1334 18.7077
H2 12.9361 10.9790 19.8143
H3 15.1194 9.8336 20.0310
H4 15.9654 8.5292 18.0690
H5 14.5807 8.2581 15.9809
H6 9.6276 12.8864 18.3325
H7 7.2368 13.5757 18.6831
H8 5.4910 12.3386 17.3715
H9 6.1065 10.6661 15.7908
C13 6.5971 11.5805 9.9239
N4 6.7198 11.6625 11.3896
C14 6.1329 12.8589 11.9976
C15 7.1573 10.6441 12.1385
N5 7.2982 10.6875 13.4876
N6 7.4956 9.4795 11.4510
C16 8.2131 8.3959 11.9044
N7 8.4268 7.4504 10.9596
N8 8.6598 8.2990 13.1700
H10 6.7546 12.5802 9.4667
H11 5.5850 11.2609 9.5838
H12 7.3474 10.8991 9.5058
H13 6.1132 13.6083 11.1844
H14 6.8218 13.2017 12.7862
H15 5.1199 12.6751 12.3881
H16 7.0051 11.5979 13.8574
H17 7.1114 9.3676 10.4997
H18 8.1143 7.5884 10.0306
H19 8.9699 6.5898 11.1378
H20 9.1462 7.4175 13.3206
C17 6.5549 7.0085 16.9665
C18 7.1629 7.8418 16.0232
N9 8.4943 7.8936 15.8323
C19 9.3020 7.0889 16.5432
C20 8.8155 6.3100 17.5925
C21 7.3918 6.1870 17.7377
C22 9.6974 5.4796 18.4126
C23 11.0199 5.2417 18.2708
C24 11.7351 5.0914 17.0041
C25 13.1098 5.2350 16.9518
C26 13.7086 5.0919 15.7256
N10 13.0094 4.8067 14.6280
C27 11.7247 4.5445 14.8336
N11 10.9965 4.6822 15.9118
H21 5.4723 7.0427 17.0284
H22 6.5771 8.5251 15.4404
H23 10.3312 7.1434 16.2133
H24 6.9555 5.5093 18.4546
H25 9.2290 5.1161 19.3495
H26 11.6508 5.0746 19.1614
H27 13.6260 5.4926 17.8346
H28 14.7637 5.2860 15.6377
H29 11.1512 4.2777 13.9390
C28 13.9111 6.6507 11.9991
O1 13.6839 7.9488 11.3192
C29 13.8808 7.9819 10.0098
C30 14.7841 7.0947 9.3758
C31 15.0313 7.1586 8.0008
C32 14.4999 8.2310 7.3150
C33 13.7992 9.2449 7.9518
C34 13.4310 9.1699 9.2925
N12 12.8647 10.2885 9.9354
C35 12.1187 10.3492 11.0908
C36 11.8632 11.5304 11.8148
C37 12.6724 12.6561 11.5440
C38 12.3062 13.8961 12.0537
C39 11.1431 14.0871 12.7934
C40 10.3627 13.0303 13.1720
C41 10.7509 11.7562 12.7141
O2 10.0856 10.6582 13.1295
H30 13.4432 6.7103 12.9849
H31 14.9960 6.4591 12.1323
H32 13.4873 5.7857 11.5023
H33 15.3372 6.3318 9.9600
H34 15.6252 6.3789 7.4622
H35 14.7506 8.3611 6.2564
H36 13.4605 10.1390 7.3857
H37 13.1190 11.1918 9.4800
H38 11.7714 9.4157 11.5167
H39 13.5838 12.6736 10.9884
H40 12.9568 14.7169 11.8699
H41 10.7737 15.0445 13.1260
H42 9.4829 13.1236 13.7999

Computed properties:
- Net charge: +4
- Electronic energy: -99091.0949 eV
- 2S+1: 1
- HOMO-LUMO gap (alpha / beta): 4.90 / 4.90 eV
- Lowest unoccupied orbital energy (alpha / beta): -11.9 / -11.9 eV
- Energy relative to the best compared isomer or geometry (same formula, charge and spin): 2.3 kcal/mol

Atomic partial charges in e from the Löwdin method, atoms 1 to 2: 1.158, 0.165

No. 4
Here is C41H42P2W as an isolated structure in a non-equilibrium geometry from the OMol25 dataset. Energies are from wB97M-V/def2-TZVPD.

Cartesian coordinates (Å):
W1 0.1023 0.2055 2.2265
C1 -1.8561 0.2084 4.0572
C2 -1.9332 -0.0160 2.6207
C3 -2.7223 0.9808 1.7700
C4 -1.8692 2.0082 1.0178
C5 -0.4357 2.0614 1.4475
C6 -0.0280 2.2615 2.8350
C7 -0.9943 2.6537 3.9291
C8 -1.6676 1.4895 4.7318
C9 1.4031 -0.6287 0.9768
H1 -2.0649 -0.6449 4.7048
H2 -2.1898 -1.0523 2.4197
H3 -3.4860 1.4884 2.3887
H4 -3.3174 0.3943 1.0495
H5 -1.8955 1.7713 -0.0556
H6 -2.3546 2.9975 1.0860
H7 0.2392 2.4950 0.7329
H8 0.9610 2.7200 2.9355
H9 -1.7721 3.3530 3.5756
H10 -0.4168 3.2640 4.6457
H11 -1.0567 1.3005 5.6396
H12 -2.6284 1.8822 5.1346
H13 2.3717 -0.7510 1.4954
H14 1.5644 0.0497 0.1132
H15 1.0438 -1.6069 0.6218
P1 -0.6803 -1.9857 -1.6700
P2 1.2474 0.9311 -1.8057
C10 -1.2741 -0.3192 -2.0508
C11 -0.5293 0.8423 -2.0188
C12 -0.6740 -2.7930 -3.3506
C13 -1.4723 -2.3465 -4.4174
C14 -1.4437 -2.9891 -5.6656
C15 -0.5884 -4.0734 -5.8811
C16 0.2255 -4.5218 -4.8363
C17 0.1830 -3.8920 -3.5867
C18 -2.1485 -2.9056 -0.9710
C19 -2.5612 -2.4749 0.3008
C20 -3.3574 -3.2692 1.1187
C21 -3.8133 -4.5067 0.6472
C22 -3.5839 -4.8573 -0.6864
C23 -2.7463 -4.0730 -1.4891
C24 1.9998 1.1234 -3.4826
C25 2.1221 -0.0465 -4.2654
C26 2.7313 0.0067 -5.5152
C27 3.1766 1.2153 -6.0534
C28 3.0706 2.3758 -5.2759
C29 2.5332 2.3248 -3.9874
C30 1.7472 2.5309 -1.0748
C31 2.9573 2.5318 -0.3466
C32 3.3606 3.6797 0.3303
C33 2.5758 4.8325 0.2853
C34 1.3859 4.8489 -0.4456
C35 0.9669 3.6986 -1.1297
H16 -2.3331 -0.2921 -2.3538
H17 -1.0081 1.8099 -2.2263
H18 -2.1065 -1.4715 -4.2833
H19 -2.0855 -2.6276 -6.4746
H20 -0.5586 -4.5630 -6.8562
H21 0.9010 -5.3636 -5.0046
H22 0.8376 -4.2347 -2.7877
H23 -2.2018 -1.5035 0.6522
H24 -3.6180 -2.9351 2.1252
H25 -4.3427 -5.1898 1.3152
H26 -4.0450 -5.7552 -1.1024
H27 -2.5677 -4.3857 -2.5186
H28 1.7488 -0.9998 -3.8720
H29 2.8658 -0.9140 -6.0919
H30 3.6101 1.2522 -7.0592
H31 3.4238 3.3262 -5.6751
H32 2.5471 3.2333 -3.3798
H33 3.5758 1.6348 -0.3220
H34 4.2942 3.6745 0.8896
H35 2.8927 5.7198 0.8306
H36 0.7756 5.7501 -0.4842
H37 0.0261 3.7001 -1.6730
C36 1.7577 -0.5394 6.7517
C37 1.0880 -1.5558 6.0549
C38 0.7685 -1.3900 4.7009
C39 1.1603 -0.2144 4.0118
C40 1.9719 0.7325 4.6855
C41 2.2064 0.5919 6.0644
H38 1.9248 -0.6237 7.8296
H39 0.7772 -2.4734 6.5645
H40 0.1707 -2.1475 4.1818
H41 2.3984 1.5842 4.1439
H42 2.7369 1.3970 6.5874

Computed properties:
- Net charge: +2
- Electronic energy: -63579.4904 eV
- 2S+1: 3
- <S²>: 2.04
- HOMO-LUMO gap (alpha / beta): 6.12 / 4.44 eV
- Lowest unoccupied orbital energy (alpha / beta): -6.5 / -8.9 eV
- Energy relative to the best compared isomer or geometry (same formula, charge and spin): 20.2 kcal/mol

Atomic partial charges in e from the Löwdin method, atoms 1 to 2: 1.567, -0.068